{
  "formula": "C99H209N11O11",
  "method": "wB97M-V/def2-TZVPD",
  "homo_ev": -7.89,
  "fmax_ha_per_bohr": 0.1248,
  "e_above_lowest_kj_mol": 1344.1,
  "smiles": "CC1(C)CCCC(C)(C)N1O.CC1(C)CCCC(C)(C)N1O.CC1(C)CCCC(C)(C)N1O.CC1(C)CCCC(C)(C)N1O.CC1(C)CCCC(C)(C)N1O.CC1(C)CCCC(C)(C)N1O.CC1(C)CCCC(C)(C)N1O.CC1(C)CCCC(C)(C)N1O.CC1(C)CCCC(C)(C)N1O.CC1(C)CCCC(C)(C)N1O.CC1(C)CCCC(C)(C)N1O",
  "orbital_gap_ev": 8.15,
  "e_tot_ha": -5326.4051,
  "elements": ["H", "H", "H", "C", "C", "H", "H", "H", "H", "H", "C", "H", "C", "H", "H", "C", "H", "N", "H", "C", "H", "H", "H", "H", "H", "H", "H", "H", "H", "H", "H", "H", "H", "H", "H", "H", "C", "C", "H", "N", "C", "H", "C", "H", "H", "H", "C", "H", "C", "H", "H", "H", "H", "N", "N", "C", "C", "H", "C", "H", "H", "H", "H", "H", "N", "H", "H", "C", "H", "C", "C", "H", "H", "C", "H", "C", "H", "C", "H", "H", "C", "H", "C", "C", "C", "C", "H", "H", "H", "C", "H", "C", "H", "N", "H", "H", "H", "N", "H", "H", "O", "H", "C", "H", "C", "H", "H", "H", "C", "H", "C", "H", "H", "H", "C", "H", "H", "C", "H", "H", "H", "H", "C", "C", "C", "H", "H", "C", "O", "C", "H", "H", "C", "C", "H", "H", "H", "C", "H", "H", "H", "C", "N", "H", "C", "H", "H", "H", "H", "H", "N", "H", "C", "C", "C", "H", "H", "C", "C", "H", "C", "O", "H", "C", "C", "H", "C", "C", "H", "O", "H", "H", "C", "H", "H", "C", "O", "C", "H", "C", "C", "H", "C", "H", "C", "C", "C", "H", "H", "H", "H", "C", "H", "H", "H", "H", "H", "H", "H", "H", "C", "H", "H", "C", "H", "H", "C", "H", "O", "H", "H", "H", "H", "H", "H", "H", "H", "C", "H", "H", "C", "H", "H", "H", "H", "C", "C", "H", "H", "C", "H", "H", "C", "H", "H", "H", "H", "H", "C", "H", "H", "C", "H", "H", "H", "H", "C", "O", "H", "H", "H", "H", "N", "H", "C", "H", "C", "C", "C", "H", "H", "H", "C", "H", "H", "H", "H", "H", "H", "C", "C", "H", "C", "H", "H", "H", "H", "H", "H", "H", "C", "H", "H", "H", "C", "H", "H", "H", "C", "H", "C", "O", "H", "C", "C", "O", "H", "C", "H", "H", "C", "H", "N", "H", "H", "O", "H", "H", "C", "H", "H", "O", "H", "H", "C", "C", "C", "C", "C", "H", "H", "H", "H", "H", "H", "H", "H", "C", "H", "H"],
  "xyz": [[7.969, 23.754, -4.366], [4.722, 26.694, -0.920], [-0.209, 18.930, -5.213], [-2.480, 28.548, -0.982], [13.192, 17.595, -11.130], [1.391, 26.686, 2.445], [-2.549, 18.040, -9.063], [7.037, 23.925, -9.984], [3.214, 23.514, -1.636], [3.837, 17.231, -13.677], [9.260, 22.184, -3.528], [5.235, 16.252, -1.476], [1.672, 17.946, -5.847], [4.449, 26.719, -4.446], [7.519, 20.555, -0.050], [8.740, 23.046, -4.672], [5.255, 23.528, -9.785], [-2.277, 29.202, -3.431], [5.273, 13.646, -1.445], [0.056, 19.604, -15.744], [8.071, 20.224, -4.169], [10.176, 21.116, -10.574], [8.414, 25.177, -6.555], [14.595, 19.688, -10.376], [7.499, 17.493, -5.545], [3.789, 15.411, -9.687], [-3.086, 19.870, -7.236], [1.229, 25.216, 3.230], [-1.267, 16.864, -5.684], [9.639, 20.111, -4.420], [-3.952, 27.498, -5.351], [5.293, 14.812, -4.402], [1.722, 24.264, -1.752], [5.084, 20.340, -5.579], [5.575, 26.149, -6.458], [5.950, 28.691, -4.333], [0.145, 20.474, -7.390], [5.884, 15.569, -4.918], [-4.325, 15.805, -7.401], [-3.074, 17.582, -5.678], [6.902, 21.070, -0.787], [6.924, 27.337, -3.625], [6.072, 13.366, -2.131], [-6.074, 19.392, -6.179], [-5.837, 16.792, -4.883], [-0.750, 14.920, -9.895], [13.785, 19.626, -9.648], [9.076, 14.075, -4.592], [6.354, 25.386, -6.459], [-4.593, 30.220, -1.101], [12.199, 20.466, -7.636], [7.979, 23.516, 0.021], [1.948, 31.766, -2.247], [11.957, 17.933, -9.102], [1.139, 18.004, -14.415], [1.966, 20.372, -14.264], [-4.014, 26.950, -3.277], [2.608, 18.541, -11.445], [-1.853, 28.593, -5.783], [-5.454, 17.144, -6.861], [2.030, 15.492, -7.705], [2.949, 26.220, 1.123], [-1.463, 18.103, -7.844], [8.810, 24.630, -2.119], [8.281, 21.416, -2.725], [5.854, 26.126, -2.030], [-1.547, 29.109, -0.921], [-1.014, 25.064, 1.897], [9.475, 20.219, -8.610], [-3.993, 19.268, -7.177], [2.973, 16.736, -13.235], [4.903, 14.679, -8.509], [6.434, 23.569, -7.550], [10.009, 17.803, -7.568], [5.384, 20.743, -7.157], [3.137, 28.136, -4.296], [13.364, 17.816, -7.992], [6.397, 28.271, -3.432], [3.285, 14.955, -6.701], [2.656, 20.921, -12.323], [12.641, 18.632, -10.192], [-2.219, 18.709, -3.568], [3.164, 24.091, 1.329], [-3.042, 18.051, -3.288], [-4.409, 28.217, -2.505], [6.558, 17.031, -3.066], [-1.204, 25.928, 2.533], [4.618, 26.781, -9.966], [4.680, 30.321, -4.429], [10.093, 19.538, -9.196], [-3.353, 26.363, -2.639], [1.466, 19.219, -15.194], [3.670, 19.773, -13.159], [1.718, 13.763, -9.384], [6.369, 24.720, -5.597], [4.120, 24.411, 0.915], [9.499, 14.162, -1.430], [2.610, 20.801, -6.436], [-0.657, 22.630, 0.533], [10.693, 17.359, -6.845], [-1.099, 29.834, -3.200], [10.775, 21.439, -4.919], [9.549, 26.702, -8.094], [4.969, 31.559, -3.185], [8.492, 22.977, -0.775], [1.035, 20.882, -14.020], [13.872, 16.964, -10.557], [0.281, 19.569, -7.982], [6.263, 16.592, -1.605], [4.799, 29.086, -0.169], [10.160, 23.062, -2.581], [9.195, 22.442, -0.136], [1.073, 19.222, -11.596], [7.100, 17.972, -3.164], [11.716, 19.551, -11.162], [2.265, 27.608, -4.680], [-3.008, 26.209, -5.016], [2.428, 14.580, -7.260], [2.883, 16.026, -14.057], [4.867, 24.321, -7.623], [6.305, 15.026, -5.764], [-0.273, 17.352, -12.152], [2.116, 23.572, 0.217], [-0.818, 27.196, -3.940], [7.489, 22.104, -1.686], [3.047, 31.463, -1.052], [-2.940, 28.939, -0.075], [6.022, 25.329, -8.936], [7.461, 20.681, -3.586], [-3.178, 29.110, -2.252], [3.382, 16.102, -12.448], [-4.628, 16.030, -3.813], [2.461, 30.918, -1.793], [3.382, 12.412, -7.998], [0.145, 27.697, -4.034], [-2.931, 31.015, -1.502], [8.260, 13.062, -0.664], [5.061, 27.949, -2.605], [5.587, 17.484, -3.268], [1.693, 30.370, -1.246], [1.006, 26.890, -0.081], [0.380, 25.201, 1.153], [4.356, 29.092, -1.990], [8.006, 26.713, -5.763], [10.856, 20.350, -10.199], [1.164, 22.034, -4.429], [5.704, 24.730, -10.917], [1.842, 14.090, -11.005], [1.325, 19.520, -4.379], [0.103, 21.418, -7.934], [0.756, 23.804, 0.692], [1.963, 28.478, -2.814], [4.974, 19.916, -6.577], [0.838, 19.219, -5.307], [4.012, 27.147, -3.544], [3.551, 28.589, -5.196], [2.560, 19.812, -17.078], [7.361, 15.556, -1.126], [3.451, 19.657, -6.856], [-4.767, 27.895, -1.527], [3.217, 19.323, -8.368], [5.047, 29.666, -0.893], [-1.321, 30.734, -2.952], [8.042, 16.703, -5.026], [-3.911, 17.931, -4.525], [10.825, 23.670, -3.195], [-3.492, 17.720, -7.076], [1.110, 20.575, -6.125], [-1.891, 27.809, -6.540], [8.131, 13.985, -4.448], [-2.554, 17.098, -3.086], [9.319, 18.899, -9.620], [10.924, 18.664, -8.325], [9.251, 18.441, -7.112], [10.706, 20.270, -6.833], [1.684, 17.594, -13.059], [2.889, 22.008, -7.021], [-2.080, 28.015, -4.352], [0.230, 20.405, -16.462], [0.015, 13.838, -7.479], [2.453, 29.173, -3.496], [-0.623, 13.253, -6.816], [3.129, 18.422, -5.939], [6.238, 21.715, -0.214], [7.397, 14.311, -2.112], [6.011, 24.292, -9.967], [0.140, 26.267, 0.143], [6.338, 17.497, -1.003], [3.388, 21.750, 0.269], [-5.254, 28.638, -3.050], [11.899, 19.208, -6.410], [-5.081, 16.973, -4.119], [12.256, 20.298, -11.743], [0.295, 22.532, -5.892], [13.330, 20.604, -9.493], [1.280, 17.535, -6.778], [-0.820, 13.250, -10.645], [5.767, 22.614, -3.016], [-0.979, 29.245, -5.801], [-4.945, 16.963, -8.572], [1.351, 25.619, 2.225], [6.139, 20.361, -1.109], [9.735, 25.650, -8.310], [3.507, 30.080, -2.689], [-2.781, 29.134, -5.968], [-5.625, 17.332, -3.245], [-3.832, 30.497, -1.831], [2.696, 18.371, -8.465], [0.826, 16.912, -15.323], [13.747, 17.984, -11.984], [5.606, 19.032, -6.667], [10.005, 24.554, -0.998], [-0.341, 18.795, -16.357], [7.537, 28.682, -8.898], [3.757, 25.724, -8.852], [-0.401, 25.827, -0.695], [7.195, 28.937, -3.105], [-4.559, 19.261, -4.784], [0.966, 16.574, -11.308], [-1.024, 26.945, -2.899], [-5.039, 19.735, -6.158], [-1.792, 25.116, 1.136], [8.934, 12.734, -2.295], [5.014, 16.185, -5.145], [-5.480, 19.238, -4.202], [-2.376, 17.564, -8.098], [7.733, 26.028, -6.566], [-4.115, 20.116, -4.273], [-0.412, 21.501, -4.708], [2.583, 19.060, -16.288], [6.670, 24.081, -2.527], [3.585, 31.718, -4.337], [0.335, 13.314, -8.897], [9.522, 17.069, -8.210], [-0.817, 11.378, -8.722], [3.397, 11.701, -8.823], [0.379, 15.853, -12.890], [2.597, 20.075, -8.857], [11.505, 19.695, -7.301], [3.216, 23.348, 2.125], [8.080, 28.697, -7.319], [4.718, 26.197, -9.051], [3.280, 22.430, -6.253], [3.564, 17.505, -6.338], [8.390, 16.094, -5.860], [5.663, 13.402, -3.141], [8.642, 13.507, -1.583], [-0.304, 23.246, -0.114], [8.326, 22.455, -5.489], [-2.035, 16.541, -8.254], [0.850, 14.566, -5.714], [4.379, 13.810, -9.994], [7.725, 14.867, -3.444], [1.400, 12.987, -6.115], [4.203, 31.034, -3.756], [-0.706, 19.959, -15.050], [0.521, 21.690, -5.239], [2.891, 13.790, -8.538], [7.056, 16.010, -4.070], [3.548, 19.074, -15.780], [6.563, 12.412, -1.938], [-0.867, 20.530, -6.989], [5.935, 24.536, -7.605], [3.309, 26.435, -3.113], [-4.695, 19.429, -7.995], [-0.436, 14.819, -7.625], [5.622, 23.387, -1.461], [-1.072, 24.081, 2.365], [9.965, 27.250, -8.939], [1.899, 18.860, -12.209], [10.097, 21.063, -4.152], [1.753, 21.482, 0.866], [2.634, 20.004, -12.912], [8.355, 26.032, -10.595], [-1.803, 13.536, -9.512], [-2.358, 27.490, -0.746], [14.130, 19.276, -8.675], [-5.082, 20.823, -6.130], [-4.368, 31.043, -2.607], [-0.119, 16.802, -15.199], [9.373, 23.875, -1.570], [10.097, 26.866, -7.166], [10.787, 20.722, -3.380], [2.753, 12.036, -7.191], [0.621, 16.754, -12.326], [1.745, 17.061, -5.215], [-0.663, 26.939, 0.445], [-4.910, 26.461, -3.660], [1.188, 13.961, -6.555], [1.601, 29.716, -3.905], [5.547, 27.049, -1.538], [-2.126, 16.529, -5.416], [8.366, 15.977, -1.076], [-0.781, 13.843, -9.731], [0.219, 11.716, -8.735], [1.954, 13.251, -10.552], [2.655, 21.010, -14.817], [7.465, 28.092, -7.984], [4.429, 12.470, -7.699], [8.971, 17.061, -4.582], [2.803, 25.435, 1.865], [6.392, 28.121, -7.791], [7.296, 26.060, -9.082], [0.750, 11.309, -9.595], [4.111, 19.155, -8.968], [7.586, 26.569, -10.390], [2.621, 18.122, -16.842], [-0.873, 26.190, -4.357], [2.346, 22.048, 0.148], [3.467, 18.609, -4.920], [1.902, 21.612, -0.747], [12.758, 17.134, -8.291], [11.460, 21.142, -9.756], [6.308, 27.276, -0.791], [-3.299, 27.151, -4.550], [8.003, 26.739, -7.949], [6.343, 23.087, -2.221], [2.590, 24.225, -1.095], [4.076, 14.484, -9.192], [11.007, 19.076, -11.839], [12.371, 16.923, -11.378], [7.296, 15.186, -0.103], [4.717, 26.922, -8.237], [3.092, 25.193, -1.107], [-3.477, 18.518, -2.405], [0.873, 11.354, -7.941], [3.483, 25.789, 2.640], [-4.650, 16.837, -7.530], [10.792, 22.438, -1.950], [9.489, 23.746, -5.042]]
}

=====

{
  "formula": "C9H10AuFeI2O6S",
  "method": "wB97M-V/def2-TZVPD",
  "homo_ev": [-23.46, -24.25],
  "total_charge": 4,
  "fmax_ha_per_bohr": 0.2153,
  "spin_multiplicity": 8,
  "orbital_gap_ev": [6.26, 5.64],
  "e_tot_ha": -3191.3267,
  "elements": ["O", "C", "C", "H", "C", "Fe", "O", "H", "H", "O", "I", "H", "H", "C", "C", "C", "S", "C", "H", "H", "H", "O", "O", "H", "Au", "H", "C", "O", "I", "C"],
  "xyz": [[0.501, -0.581, 3.764], [-1.114, 0.201, -2.270], [1.201, 1.125, -2.526], [0.085, -2.164, -2.854], [0.826, 0.398, 4.414], [0.406, 0.820, 1.114], [0.433, 1.644, 4.072], [-1.381, 0.356, -3.322], [1.773, -1.589, -2.968], [-1.648, 1.673, 3.088], [2.579, 2.123, 1.741], [2.263, 0.959, -2.310], [-1.339, 1.102, -1.693], [-2.627, -2.804, 0.391], [-0.471, 1.508, 2.900], [0.369, -0.118, -2.189], [0.867, -0.638, -0.470], [-1.677, -2.119, 2.304], [1.082, 1.354, -3.596], [1.419, 0.400, 5.339], [-1.687, -0.638, -1.863], [-0.774, 3.208, -0.047], [-3.538, -3.497, 0.501], [0.548, -1.036, -4.137], [-0.990, -1.682, 0.501], [0.857, 1.987, -1.932], [-0.233, 2.179, 0.124], [-2.195, -2.503, 3.262], [3.745, -0.363, 1.751], [0.722, -1.304, -3.088]]
}

=====

{
  "formula": "C9H10B3F20LiO4",
  "method": "wB97M-V/def2-TZVPD",
  "homo_ev": -5.52,
  "total_charge": -2,
  "fmax_ha_per_bohr": 0.0549,
  "e_above_lowest_kj_mol": 85.1,
  "orbital_gap_ev": 9.47,
  "e_tot_ha": -2730.2537,
  "elements": ["H", "C", "F", "C", "F", "F", "F", "H", "B", "O", "C", "F", "B", "O", "F", "O", "F", "H", "F", "F", "F", "F", "H", "C", "F", "H", "H", "H", "F", "F", "F", "C", "C", "O", "H", "H", "C", "C", "F", "F", "Li", "C", "B", "F", "F", "H", "F"],
  "xyz": [[-4.756, -2.022, -0.410], [1.850, -2.335, 0.397], [1.685, -3.070, 2.685], [-4.523, -0.049, -1.387], [-0.894, 0.910, 4.097], [0.629, 4.727, -0.858], [3.080, 2.540, 2.808], [-5.256, -1.600, -2.694], [-0.225, 3.805, -0.221], [2.855, -2.078, -0.515], [2.551, -2.801, 1.690], [1.128, -1.267, 0.558], [2.749, 1.237, 2.381], [-1.242, -0.177, -0.572], [-0.885, -0.018, 2.059], [-3.118, 0.013, -1.759], [-0.594, 2.715, -0.997], [4.450, -0.170, -0.307], [-1.682, 2.097, 2.353], [1.057, -3.329, -0.100], [2.987, 0.179, -3.246], [3.397, -3.842, 1.496], [3.172, -1.956, 2.011], [-4.514, -0.984, -0.183], [-2.957, 0.385, 3.135], [1.363, -1.498, -1.911], [-4.811, -0.087, -3.521], [-6.326, -0.235, -2.531], [0.477, 3.353, 0.898], [1.565, 1.235, 1.632], [-1.434, 4.423, 0.183], [2.928, -0.083, -1.890], [-5.275, -0.510, -2.635], [-3.185, -0.926, 0.269], [-4.827, 0.953, -1.084], [-5.250, -0.518, 0.473], [4.370, 0.141, -1.350], [-2.403, -0.365, -0.643], [2.143, 0.842, -1.330], [4.793, 1.404, -1.497], [-0.302, 1.321, 0.798], [2.442, -1.502, -1.728], [-1.651, 0.782, 2.908], [2.588, 0.462, 3.557], [3.772, 0.691, 1.576], [2.873, -2.075, -2.552], [5.207, -0.718, -2.040]]
}